P:
The following is a quantum chemistry calculation of a gas-phase ion, C5H12N3 (charge +1), from the OMol25 dataset.

Cartesian coordinates (Å):
C1 -0.1830 1.4232 -1.6619
C2 0.5960 0.4328 0.4662
C3 0.1625 0.7569 1.8954
C4 1.5073 -0.8110 0.2650
C5 -1.0953 -0.9247 -0.8460
N1 0.9613 2.2179 -1.1625
N2 1.5637 1.7770 -0.2402
N3 -0.5603 0.4744 -0.5523
H1 -1.0733 1.9305 -1.9887
H2 0.2773 0.7556 -2.4511
H3 -0.2623 1.6940 2.0901
H4 1.0927 0.7677 2.4606
H5 -0.6068 0.0434 2.2049
H6 0.8333 -1.6387 0.3336
H7 2.1591 -0.7500 1.1230
H8 2.0431 -0.7884 -0.6855
H9 -1.2092 -1.4821 0.0408
H10 -2.0265 -0.8597 -1.3836
H11 -0.4970 -1.3706 -1.6669
H12 -1.2293 0.8822 0.0237

Total charge   +1
Gap between HOMO and LUMO   10.08 eV
Structure (SMILES)   C[N@@H+]1CN=NC1(C)C
HOMO energy   -13.465 eV
2S+1   1

=====

Q:
The following is a quantum chemistry calculation of a gas-phase ion, C5H12N3 (charge +1), from the OMol25 dataset.

Cartesian coordinates (Å):
C1 -0.9704 1.4537 -0.2668
C2 -1.6686 0.4823 0.3171
C3 1.1144 0.4859 -0.2165
C4 1.1486 0.5143 1.2928
C5 -0.9498 -1.6966 -0.4535
N1 0.2751 1.1562 -0.9336
N2 2.0670 -0.2245 -0.8583
N3 -1.0854 -0.7760 0.6689
H1 -1.4275 2.4993 -0.3176
H2 -2.5339 0.8336 0.9272
H3 2.2273 0.3164 1.4829
H4 0.3776 -0.1955 1.7944
H5 0.7136 1.5251 1.5851
H6 0.0299 -2.2492 -0.4438
H7 -1.8900 -2.4201 -0.5445
H8 -0.9880 -1.1580 -1.3971
H9 0.3228 1.5560 -1.9074
H10 3.0091 -0.3986 -0.3734
H11 1.8275 -0.5149 -1.7956
H12 -1.5994 -1.1894 1.4396

Total charge   +1
Gap between HOMO and LUMO   9.14 eV
Structure (SMILES)   CN/C=C\NC(C)=[NH2+]
HOMO energy   -12.715 eV
2S+1   1

=====

Which is most stable, and by how much? Q, by 1.182 eV.

=====

P:
The following is a quantum chemistry calculation of a gas-phase ion, C3H6NO2 (charge -1), from the OMol25 dataset.

Cartesian coordinates (Å):
C1 0.0707 -0.0057 -0.1097
C2 0.8524 0.4883 1.1947
C3 -0.7789 -1.2471 -0.2345
N1 0.0089 0.8836 -1.0481
O1 -0.7362 0.6183 -2.0382
O2 0.7778 1.9555 -1.0166
H1 0.7842 1.6012 1.0631
H2 0.3707 0.1769 2.1891
H3 1.8263 0.1280 1.1101
H4 -0.8748 -1.2269 -1.3471
H5 -1.8963 -1.1427 0.1501
H6 -0.4048 -2.2293 0.0872

Total charge   -1
Gap between HOMO and LUMO   7.03 eV
Structure (SMILES)   CC(C)=[N+]([O-])[O-]
HOMO energy   -2.679 eV
2S+1   1

=====

Q:
The following is a quantum chemistry calculation of a gas-phase ion, C3H6NO2 (charge -1), from the OMol25 dataset.

Cartesian coordinates (Å):
O1 0.1141 0.2631 3.0663
C1 0.1901 0.0301 1.8150
C2 -0.6834 0.3714 0.7085
N1 -0.4882 -0.6221 -0.4067
C3 0.5480 -0.1921 -1.4080
O2 0.6961 0.9368 -1.9076
H1 1.0621 -0.0798 1.1442
H2 -1.7682 0.3067 0.7371
H3 -0.4031 1.3722 0.2543
H4 -1.3217 -0.7151 -0.8769
H5 1.5984 -0.6092 -0.8922
H6 0.4560 -1.0619 -2.2341

Total charge   -1
Gap between HOMO and LUMO   6.76 eV
Structure (SMILES)   O=CCNC[O-]
HOMO energy   -2.703 eV
2S+1   1

=====

R:
The following is a quantum chemistry calculation of a gas-phase ion, C3H6NO2 (charge -1), from the OMol25 dataset.

Cartesian coordinates (Å):
O1 -1.7662 -0.5562 1.5673
C1 -0.7989 -0.1384 0.8264
N1 0.3731 -0.7586 0.4612
C2 1.5444 -0.5995 -0.6788
O2 1.5819 -1.6047 -1.4847
C3 -1.1162 1.1233 0.0674
H1 0.3027 -1.7580 0.3629
H2 2.4058 -0.3482 0.1113
H3 1.2854 0.3998 -1.0501
H4 -1.6312 1.7081 0.8235
H5 -0.2849 1.6155 -0.3506
H6 -1.8959 0.9168 -0.6558

Total charge   -1
Gap between HOMO and LUMO   7.78 eV
Structure (SMILES)   CC(=O)NC[O-]
HOMO energy   -3.517 eV
2S+1   1

=====

S:
The following is a quantum chemistry calculation of 2 unconnected molecules or ions with the total composition C3H6NO2, from the OMol25 dataset.

Cartesian coordinates (Å):
C1 1.1361 -1.1142 1.3191
C2 0.9562 0.1567 0.9521
N1 1.6112 1.2579 1.4666
H1 1.7603 -1.4083 2.1609
H2 0.6132 -1.8653 0.7442
H3 0.1832 0.3318 0.2039
H4 2.4343 1.1058 2.0175
H5 1.5072 2.1301 0.9857
O1 -1.0741 -1.2309 -1.0997
C3 -1.6352 -0.2037 -1.5257
O2 -1.3029 0.9917 -1.3657
H6 -2.5639 -0.3770 -2.1356

Total charge   -1
Gap between HOMO and LUMO   8.16 eV
HOMO energy   -4.035 eV
2S+1   1

=====

Which is most stable, and by how much? S, by 0.942 eV.

=====

P:
The following is a quantum chemistry calculation of 2 unconnected molecules or ions with the total composition C3H6NO2, from the OMol25 dataset.

Cartesian coordinates (Å):
C1 0.9303 1.3106 -0.0461
C2 1.0584 -0.0024 -0.3181
N1 2.0473 -0.8901 0.1848
H1 1.7610 1.9966 -0.2113
H2 -0.0574 1.7196 0.1177
H3 0.2136 -0.5372 -0.7406
H4 2.7597 -0.4066 0.7175
H5 1.5887 -1.5015 0.8489
O1 -2.5857 -1.2877 0.7809
C3 -2.5532 -0.4379 -0.1283
O2 -2.1189 0.7340 -0.0954
H6 -3.0438 -0.6975 -1.1099

Total charge   -1
Gap between HOMO and LUMO   8.02 eV
HOMO energy   -3.986 eV
2S+1   1

=====

Q:
The following is a quantum chemistry calculation of a gas-phase ion, C3H6NO2 (charge -1), from the OMol25 dataset.

Cartesian coordinates (Å):
O1 -0.0846 -1.2415 -2.1018
C1 -0.2365 -0.5143 -1.0605
N1 0.7236 0.3744 -0.6542
C2 1.0137 0.9572 0.7642
O2 1.7876 1.9863 0.6734
C3 -1.2866 -0.8116 0.0679
H1 1.5815 0.5452 -1.1740
H2 -0.0185 1.3182 1.1394
H3 1.3067 -0.0011 1.4292
H4 -1.0537 -0.5349 1.1335
H5 -1.6071 -1.9045 -0.1338
H6 -2.1262 -0.1733 -0.0833

Total charge   -1
Gap between HOMO and LUMO   7.20 eV
Structure (SMILES)   CC(=O)NC[O-]
HOMO energy   -3.067 eV
2S+1   1

=====

Which is most stable, and by how much? Q, by 0.222 eV.

=====

P:
The following is a quantum chemistry calculation of 2 unconnected molecules or ions with the total composition C3H6NO2, from the OMol25 dataset.

Cartesian coordinates (Å):
C1 -1.9539 -0.1698 -0.2271
C2 -0.0082 -0.9818 -1.2016
N1 -1.2455 -1.1669 -1.0210
H1 -1.2543 0.3821 0.4194
H2 -2.4529 0.5449 -0.8897
H3 -2.6336 -0.6584 0.4648
H4 0.5355 -1.7676 -1.7118
H5 0.4742 -0.0381 -0.9488
O1 2.9684 1.6506 0.6360
C3 2.1363 0.9840 1.2779
O2 1.6929 -0.1462 0.9685
H6 1.7411 1.3672 2.2334

Total charge   -1
Gap between HOMO and LUMO   8.28 eV
HOMO energy   -4.154 eV
2S+1   1

=====

Q:
The following is a quantum chemistry calculation of 2 unconnected molecules or ions with the total composition C3H6NO2, from the OMol25 dataset.

Cartesian coordinates (Å):
C1 1.4386 1.4232 0.4837
C2 -0.8083 0.9251 0.4711
N1 0.1103 1.8070 0.1268
H1 2.0989 2.2830 0.6269
H2 1.6426 0.9561 1.4260
H3 1.8300 0.5625 -0.1719
H4 -1.8007 0.8820 -0.0235
H5 -0.4614 0.0829 1.1542
O1 -2.2521 -1.8920 -0.8999
C3 -1.0309 -2.2364 -1.0413
O2 -0.0738 -1.9229 -0.2360
H6 -0.6932 -2.8706 -1.9162

Total charge   -1
Gap between HOMO and LUMO   8.30 eV
HOMO energy   -4.175 eV
2S+1   1

=====

R:
The following is a quantum chemistry calculation of a gas-phase ion, C3H6NO2 (charge -1), from the OMol25 dataset.

Cartesian coordinates (Å):
C1 -1.6086 -0.2482 0.4694
N1 -0.6266 0.5260 -0.2837
C2 0.5669 -0.2299 -0.7052
C3 1.8617 0.4122 -0.0700
O1 1.6361 0.9676 1.0317
O2 2.9083 0.2842 -0.7075
H1 -2.6443 0.0521 0.2591
H2 -1.5636 -1.3071 0.2391
H3 -1.5353 -0.1070 1.5568
H4 -0.1720 1.0578 0.4743
H5 0.4556 -1.2964 -0.4854
H6 0.7219 -0.1113 -1.7784

Total charge   -1
Gap between HOMO and LUMO   8.29 eV
Structure (SMILES)   CNCC(=O)[O-]
HOMO energy   -4.064 eV
2S+1   1

=====

S:
The following is a quantum chemistry calculation of a gas-phase ion, C3H6NO2 (charge -1), from the OMol25 dataset.

Cartesian coordinates (Å):
C1 -1.0994 1.2076 0.9445
N1 0.1408 0.6065 0.9270
C2 0.7177 0.2345 -0.4032
C3 0.4203 -1.2664 -0.7264
O1 0.1970 -1.5146 -2.0331
O2 -2.1666 0.7035 1.2209
H1 -1.0632 2.2160 0.5056
H2 0.0450 -0.2410 1.4840
H3 1.7493 0.5399 -0.3945
H4 0.2286 0.8712 -1.1495
H5 -0.4437 -1.4909 -0.0624
H6 1.2740 -1.8663 -0.3128

Total charge   -1
Gap between HOMO and LUMO   6.58 eV
Structure (SMILES)   O=CNCC[O-]
HOMO energy   -2.499 eV
2S+1   1

=====

Which is most stable, and by how much? R, by 0.735 eV.

=====

P:
The following is a quantum chemistry calculation of 4 unconnected molecules or ions with the total composition C4H16O4, from the OMol25 dataset.

Cartesian coordinates (Å):
C1 -21.1531 7.4365 -6.7883
O1 -21.4573 8.8121 -6.7115
H1 -22.0138 6.7944 -6.9758
H2 -20.4281 7.1898 -7.5640
H3 -20.8309 7.1177 -5.7971
H4 -22.2185 9.0267 -6.1673
C2 -9.6102 13.9150 -14.7696
O2 -10.3967 13.6786 -13.6036
H5 -8.5728 13.6158 -14.6200
H6 -10.1020 13.4844 -15.6419
H7 -9.5637 14.9852 -14.9715
H8 -11.3224 13.8675 -13.7737
C3 -10.0493 8.8936 -10.2416
O3 -9.5077 10.1122 -9.6816
H9 -11.0817 9.0632 -10.5473
H10 -9.3603 8.5045 -10.9912
H11 -9.9630 8.1175 -9.4811
H12 -9.9066 10.8011 -10.2181
C4 -17.0429 10.8419 -10.4166
O4 -18.0106 11.7728 -9.9838
H13 -16.4928 10.4713 -9.5516
H14 -17.4690 9.9248 -10.8233
H15 -16.4080 11.3344 -11.1531
H16 -18.6806 11.3089 -9.4764

Gap between HOMO and LUMO   10.83 eV
Structure (SMILES)   CO.CO.CO.CO
HOMO energy   -10.244 eV
2S+1   1

=====

Q:
The following is a quantum chemistry calculation of 4 unconnected molecules or ions with the total composition C4H16O4, from the OMol25 dataset.

Cartesian coordinates (Å):
C1 0.6041 0.9308 -0.1072
O1 -0.4278 0.6345 -1.0384
H1 0.8538 1.9958 -0.0809
H2 0.3577 0.5812 0.8959
H3 1.5100 0.4333 -0.4522
H4 -1.1566 1.2376 -0.8626
C2 -3.1635 -1.6205 -0.5294
O2 -3.2748 -0.3908 -1.2516
H5 -4.1712 -1.9845 -0.3651
H6 -2.6018 -2.3687 -1.0954
H7 -2.6399 -1.4755 0.4189
H8 -2.4264 -0.2249 -1.6735
C3 3.4341 0.5692 -2.7896
O3 4.0540 -0.0744 -1.6885
H9 2.7396 1.3626 -2.4769
H10 4.2236 1.0525 -3.3605
H11 2.8650 -0.1170 -3.4192
H12 3.4619 -0.7384 -1.3280
C4 -0.8393 -0.2907 3.4414
O4 -0.8476 0.9739 4.0876
H13 -1.6154 -0.3134 2.6709
H14 0.1194 -0.5027 2.9629
H15 -1.0344 -1.0944 4.1506
H16 -0.0245 1.4244 3.8909

Gap between HOMO and LUMO   10.88 eV
Structure (SMILES)   CO.CO.CO.CO
HOMO energy   -10.359 eV
2S+1   1

=====

Which is most stable, and by how much? Q, by 0.465 eV.

=====

P:
The following is a quantum chemistry calculation of 4 unconnected molecules or ions with the total composition C4H16O4, from the OMol25 dataset.

Cartesian coordinates (Å):
C1 -3.5605 4.6425 21.8623
C2 -3.0109 5.8374 21.1760
O1 -3.3166 5.7093 19.7951
H1 -3.2228 4.7117 22.8963
H2 -3.0750 3.7640 21.4372
H3 -4.6503 4.6392 21.8437
H4 -1.9323 5.8931 21.3225
H5 -3.4335 6.7638 21.5650
H6 -3.9855 6.3682 19.5954
C3 -1.6808 3.0063 17.7567
C4 -2.2558 1.7360 18.3988
O2 -3.5797 1.5670 17.9535
H7 -2.2186 3.9230 17.9987
H8 -1.6645 3.0302 16.6671
H9 -0.6300 3.1209 18.0224
H10 -2.2312 1.9173 19.4733
H11 -1.6902 0.8409 18.1396
H12 -3.5933 1.3417 17.0204
O3 -4.8934 3.2569 19.5895
H13 -4.6433 2.5234 19.0277
H14 -4.0994 3.7868 19.6600
O4 -6.8982 5.0293 20.7043
H15 -6.2929 4.3770 20.3519
H16 -6.4831 5.8702 20.5127

Gap between HOMO and LUMO   11.25 eV
Structure (SMILES)   CCO.CCO.O.O
HOMO energy   -10.645 eV
2S+1   1

=====

Q:
The following is a quantum chemistry calculation of 4 unconnected molecules or ions with the total composition C4H16O4, from the OMol25 dataset.

Cartesian coordinates (Å):
C1 1.5068 1.7037 0.1539
C2 0.2020 0.9359 0.4301
C3 -0.5913 0.5525 -0.8269
C4 -2.1239 0.7381 -0.5935
O1 -0.5030 -0.9024 -1.0465
H1 1.2998 2.7234 -0.1455
H2 2.0974 1.1963 -0.6152
H3 2.1574 1.5688 1.0162
H4 0.4749 -0.0161 0.8802
H5 -0.5142 1.3635 1.1275
H6 -0.2481 1.0704 -1.7205
H7 -2.6521 1.4161 -1.2956
H8 -2.7094 -0.1669 -0.6826
H9 -2.2445 1.3990 0.2580
H10 0.3209 -1.1427 -1.4812
H11 0.7996 -2.7465 1.1849
H12 2.0722 -2.9411 0.5716
O2 1.7292 -2.6892 1.4463
H13 -1.7360 -1.5373 -3.5667
H14 -1.9771 -1.4371 -2.0380
O3 -2.3863 -1.6617 -2.8843
H15 1.6430 -0.5748 2.9415
H16 1.6236 0.7853 3.8754
O4 1.7588 0.3628 3.0110

Gap between HOMO and LUMO   10.85 eV
Structure (SMILES)   CC[C@H](C)O.O.O.O
HOMO energy   -10.486 eV
2S+1   1

=====

Which is most stable, and by how much? P, by 0.378 eV.